[1]
Below is a structure of composition C39H47AsBIrN8, with properties calculated with the ωB97M-V functional and the def2-TZVPD basis.

Summary:
* LUMO (alpha / beta): -0.4189 / -0.4483 Ha
* E_HOMO (alpha / beta): -15.536 / -15.573 eV
* ⟨S²⟩: 0.775

Geometry as ORCA input:
```
! wB97M-V def2-TZVPD RIJCOSX def2/J DEFGRID3
* xyz 3 2
Ir -0.037 0.344 0.162
C -2.126 0.629 -4.944
C -2.186 0.422 -3.470
C -3.246 -0.050 -2.705
C -2.810 -0.046 -1.381
N -1.534 0.377 -1.368
N -1.172 0.675 -2.626
B 0.137 1.391 -2.886
N 0.166 2.596 -1.918
N 0.177 2.442 -0.599
C 0.105 3.691 -0.041
C 0.021 4.637 -1.081
C 0.091 3.924 -2.251
C 0.112 4.438 -3.647
C 0.251 4.002 1.355
C 1.005 3.176 2.214
C 1.201 3.537 3.528
C 0.666 4.729 4.015
C -0.075 5.562 3.173
C -0.277 5.209 1.859
N 1.283 0.465 -2.536
N 1.522 0.113 -1.253
C 2.693 -0.568 -1.210
C 3.155 -0.694 -2.516
C 2.255 -0.008 -3.327
C 2.346 0.226 -4.795
C 3.461 -0.832 0.019
C 4.650 -1.558 -0.032
C 5.490 -1.610 1.067
C 5.159 -0.939 2.236
C 3.957 -0.255 2.318
C 3.116 -0.207 1.217
C -3.578 -0.327 -0.168
C -4.846 -0.895 -0.246
C -5.599 -1.081 0.904
C -5.096 -0.703 2.141
C -3.818 -0.174 2.233
C -3.071 0.011 1.083
H -3.082 0.351 -5.381
H -1.341 0.024 -5.398
H -1.922 1.670 -5.196
H -4.219 -0.338 -3.067
H 0.212 1.759 -4.009
H -0.031 5.709 -0.988
H 0.126 5.524 -3.632
H -0.771 4.111 -4.199
H 0.994 4.087 -4.183
H 1.480 2.298 1.800
H 1.801 2.915 4.181
H 0.849 5.026 5.039
H -0.473 6.495 3.550
H -0.860 5.853 1.212
H 4.064 -1.176 -2.836
H 3.290 -0.169 -5.160
H 2.310 1.291 -5.030
H 1.530 -0.258 -5.334
H 4.929 -2.081 -0.938
H 6.420 -2.161 1.010
H 5.841 -0.939 3.076
H 3.701 0.270 3.231
H 2.198 0.374 1.241
H -5.243 -1.200 -1.206
H -6.587 -1.517 0.834
H -5.703 -0.811 3.030
H -3.421 0.105 3.201
H -2.073 0.461 1.129
C 2.291 -3.880 -0.527
C 0.821 -3.735 -0.879
As -0.251 -2.435 0.115
C -0.127 -3.030 1.973
C -0.462 -4.500 2.212
C -2.046 -2.903 -0.499
C -2.309 -4.375 -0.811
H 2.677 -4.787 -0.993
H 2.449 -3.969 0.550
H 2.878 -3.048 -0.891
H 0.299 -4.669 -0.664
H 0.698 -3.519 -1.941
H -0.792 -2.387 2.550
H 0.898 -2.825 2.287
H -1.512 -4.712 2.022
H -0.272 -4.744 3.258
H 0.156 -5.168 1.612
H -2.217 -2.311 -1.397
H -2.738 -2.542 0.258
H -1.725 -4.732 -1.658
H -3.361 -4.482 -1.075
H -2.123 -5.028 0.039
N 0.440 -0.003 4.470
C -0.666 0.820 4.452
C -0.959 1.020 3.147
N -0.052 0.309 2.371
C 0.784 -0.285 3.211
H 0.921 -0.316 5.301
H -1.150 1.178 5.346
H -1.736 1.639 2.729
H 1.619 -0.904 2.933
*
```

[2]
Below is a structure of composition C39H47CsN5O3PSSi2Te, with properties calculated with the ωB97M-V functional and the def2-TZVPD basis.

Summary:
* LUMO: 0.1334 Ha
* E_HOMO: -1.520 eV

Geometry as ORCA input:
```
! wB97M-V def2-TZVPD RIJCOSX def2/J DEFGRID3
* xyz -2 1
Cs -0.018 0.074 0.225
O 2.348 0.398 1.074
C 3.067 1.447 1.310
C 4.478 1.364 1.302
C 5.298 2.428 1.599
C 4.742 3.666 1.888
C 3.369 3.805 1.832
C 2.509 2.742 1.558
C 1.101 3.058 1.476
N 0.116 2.254 1.610
N -1.103 2.844 1.498
C -2.143 2.167 1.069
O -2.211 1.008 0.588
C -3.383 3.013 1.147
C -4.637 2.431 1.299
C -5.775 3.215 1.371
C -5.679 4.594 1.261
C -4.431 5.181 1.111
C -3.295 4.399 1.059
H 4.896 0.396 1.047
H 6.376 2.296 1.605
H 5.364 4.514 2.145
H 2.931 4.778 2.020
H 0.887 4.122 1.271
H -4.703 1.356 1.373
H -6.748 2.753 1.506
H -6.568 5.215 1.300
H -4.349 6.259 1.028
H -2.315 4.837 0.956
N -2.499 -2.483 -2.430
P -2.426 -0.934 -1.620
C -3.321 0.150 -2.785
C -3.449 -0.030 -4.155
C -4.107 0.911 -4.927
C -4.621 2.056 -4.342
C -4.464 2.264 -2.980
C -3.826 1.314 -2.212
C -4.120 -1.468 -0.746
C -5.425 -1.037 -0.950
C -6.480 -1.600 -0.248
C -6.259 -2.605 0.676
C -4.960 -3.025 0.910
C -3.914 -2.455 0.213
C -1.530 -3.387 -2.176
C -1.098 -4.322 -3.140
C -0.154 -5.256 -2.784
C 0.335 -5.273 -1.482
C -0.140 -4.308 -0.612
N -1.031 -3.395 -0.938
H -2.776 -2.416 -3.399
H -3.008 -0.892 -4.643
H -4.213 0.758 -5.995
H -5.137 2.789 -4.949
H -4.836 3.169 -2.518
H -3.682 1.450 -1.152
H -5.638 -0.256 -1.669
H -7.490 -1.248 -0.429
H -7.089 -3.046 1.219
H -4.767 -3.801 1.642
H -2.895 -2.779 0.385
H -1.488 -4.284 -4.148
H 0.203 -5.979 -3.507
H 1.075 -5.994 -1.167
H 0.201 -4.274 0.415
C 6.240 -1.417 -2.794
Si 4.588 -2.203 -3.375
C 3.540 -0.853 -4.211
C 5.094 -3.461 -4.739
C 3.661 -2.990 -1.943
Te 3.122 -1.335 -0.549
C 3.073 -2.709 1.134
Si 4.746 -3.086 1.924
C 4.611 -4.727 2.922
C 5.325 -1.786 3.202
C 6.170 -3.328 0.671
H 6.711 -0.837 -3.585
H 6.951 -2.175 -2.477
H 6.061 -0.749 -1.955
H 4.037 -0.412 -5.072
H 3.321 -0.056 -3.506
H 2.591 -1.257 -4.545
H 5.630 -2.964 -5.543
H 4.220 -3.939 -5.168
H 5.738 -4.239 -4.342
H 4.253 -3.746 -1.435
H 2.746 -3.473 -2.277
H 2.591 -3.613 0.774
H 2.414 -2.238 1.856
H 3.825 -4.654 3.668
H 5.537 -4.955 3.441
H 4.377 -5.567 2.277
H 4.675 -1.788 4.072
H 5.304 -0.785 2.786
H 6.339 -1.986 3.543
H 6.064 -4.258 0.123
H 7.138 -3.349 1.161
H 6.174 -2.519 -0.051
O -0.675 1.475 -3.867
S -0.023 0.583 -2.874
N -0.815 -0.631 -2.435
*
```

[3]
Below is a structure of composition C39H47CsN8O5SSe, with properties calculated with the ωB97M-V functional and the def2-TZVPD basis.

Summary:
* LUMO (alpha / beta): 0.0458 / 0.0465 Ha
* E_HOMO (alpha / beta): -0.950 / -3.470 eV
* ⟨S²⟩: 0.785

Geometry as ORCA input:
```
! wB97M-V def2-TZVPD RIJCOSX def2/J DEFGRID3
* xyz -1 2
Cs -0.557 -0.276 1.207
C 1.829 3.813 -1.221
O 2.406 2.616 -1.684
C 2.032 2.273 -2.995
C 0.667 1.586 -3.102
O 0.652 0.301 -2.525
C 1.193 -0.691 -3.368
C 1.259 -2.009 -2.621
O 0.054 -2.727 -2.785
C -0.105 -3.687 -1.756
H 2.190 4.674 -1.804
H 2.131 3.925 -0.183
H 0.737 3.798 -1.267
H 2.805 1.586 -3.347
H 2.049 3.160 -3.647
H 0.380 1.536 -4.163
H -0.096 2.161 -2.575
H 2.207 -0.409 -3.686
H 0.569 -0.806 -4.266
H 1.449 -1.803 -1.560
H 2.097 -2.613 -3.002
H 0.756 -4.367 -1.703
H -0.991 -4.272 -1.986
H -0.233 -3.199 -0.789
C 4.034 -1.194 3.572
C 2.889 -0.511 2.861
N 1.931 -1.183 2.256
N 2.053 -2.547 2.262
C 1.018 -3.188 1.762
O -0.092 -2.715 1.338
C 1.191 -4.676 1.702
C 0.131 -5.466 1.265
C 0.255 -6.843 1.176
C 1.447 -7.461 1.523
C 2.510 -6.681 1.963
C 2.385 -5.308 2.051
C 2.830 0.914 2.860
C 3.903 1.705 3.363
C 3.826 3.069 3.375
C 2.669 3.699 2.879
C 1.677 2.864 2.389
N 1.710 1.546 2.358
H 3.857 -2.264 3.579
H 4.125 -0.838 4.601
H 4.989 -1.007 3.073
H -0.792 -4.965 1.003
H -0.583 -7.440 0.835
H 1.551 -8.536 1.450
H 3.445 -7.153 2.240
H 3.204 -4.690 2.389
H 4.794 1.218 3.733
H 4.652 3.657 3.761
H 2.550 4.774 2.890
H 0.771 3.313 1.985
S -5.021 -0.087 3.189
C -3.590 -0.183 2.631
C 3.949 6.942 -0.624
C 2.661 7.171 0.113
C 2.187 6.245 1.035
C 0.990 6.428 1.704
C 0.233 7.567 1.461
N -0.976 7.833 2.127
C -1.733 6.993 2.904
O -2.373 7.407 3.856
N -1.679 5.647 2.589
C -1.824 5.038 1.330
C -2.016 5.707 0.121
C -2.193 4.948 -1.028
C -2.162 3.566 -0.947
N -1.955 2.928 0.203
C -1.802 3.644 1.299
C 0.699 8.513 0.548
C 1.897 8.314 -0.112
H 4.478 6.081 -0.221
H 4.604 7.811 -0.553
H 3.764 6.755 -1.683
H 2.766 5.355 1.246
H 0.664 5.691 2.423
H -1.178 8.805 2.313
H -2.022 5.083 3.355
H -2.047 6.782 0.072
H -2.351 5.434 -1.981
H -2.303 2.944 -1.821
H -1.627 3.091 2.215
H 0.114 9.405 0.358
H 2.242 9.059 -0.817
C -5.725 -0.620 -1.070
N -5.107 -1.746 -1.725
C -5.346 -3.069 -1.431
C -4.546 -3.806 -2.231
N -3.822 -2.929 -3.002
C -2.826 -3.286 -3.989
C -4.163 -1.656 -2.692
Se -3.482 -0.146 -3.461
H -6.802 -0.624 -1.243
H -5.292 0.287 -1.489
H -5.522 -0.657 -0.004
H -6.051 -3.369 -0.681
H -4.424 -4.869 -2.309
H -3.256 -3.246 -4.991
H -2.474 -4.292 -3.778
H -1.995 -2.586 -3.925
*
```

[4]
Below is a structure of composition C39H48As2BN12O8STi, with properties calculated with the ωB97M-V functional and the def2-TZVPD basis.

Summary:
* LUMO (alpha / beta): -0.2171 / -0.2617 Ha
* E_HOMO (alpha / beta): -12.685 / -12.684 eV
* ⟨S²⟩: 3.764

Geometry as ORCA input:
```
! wB97M-V def2-TZVPD RIJCOSX def2/J DEFGRID3
* xyz 2 4
Ti 0.035 0.045 -0.142
C 1.197 3.385 1.241
C 1.826 2.698 0.079
C 2.800 3.254 -0.748
C 3.125 2.267 -1.650
N 2.371 1.191 -1.386
N 1.579 1.436 -0.319
B 2.540 -0.220 -2.023
N 1.223 -0.708 -2.692
C 1.123 -1.220 -3.926
C -0.181 -1.617 -4.127
C -0.842 -1.312 -2.938
C -2.293 -1.478 -2.671
N 0.027 -0.781 -2.062
N 2.725 -1.184 -0.845
C 3.693 -2.064 -0.547
C 3.276 -2.838 0.510
C 1.989 -2.381 0.811
C 1.075 -2.933 1.836
N 1.668 -1.365 -0.003
N 3.551 -0.080 -3.113
C 4.775 -0.563 -3.448
C 5.151 0.016 -4.631
C 4.086 0.874 -4.977
C 3.978 1.774 -6.153
N 3.139 0.804 -4.064
H 1.502 4.428 1.238
H 1.539 2.945 2.179
H 0.109 3.340 1.190
H 3.210 4.239 -0.693
H 3.842 2.287 -2.442
H 1.954 -1.264 -4.597
H -0.601 -2.057 -5.007
H -2.749 -2.045 -3.479
H -2.777 -0.498 -2.626
H -2.459 -2.004 -1.728
H 4.607 -2.105 -1.098
H 3.806 -3.627 1.003
H 0.917 -3.997 1.664
H 0.115 -2.423 1.807
H 1.506 -2.831 2.832
H 5.307 -1.269 -2.848
H 6.055 -0.141 -5.181
H 4.807 1.609 -6.833
H 3.994 2.815 -5.830
H 3.043 1.604 -6.682
C -0.825 -4.337 -0.855
O -1.440 -3.381 0.007
C -2.714 -3.673 0.355
O -3.350 -4.573 -0.112
C -3.256 -2.605 1.228
C -4.051 -2.880 2.270
As -5.219 -1.722 3.370
C -6.764 -1.845 2.140
C -4.397 0.002 2.847
C -3.056 -0.303 2.542
As -2.592 -0.816 0.708
C -4.246 -0.333 -0.285
C -2.210 -1.007 3.450
O -1.119 -1.463 3.109
O -2.690 -1.106 4.701
C -1.875 -1.765 5.668
C -4.866 1.303 2.431
O -4.117 1.982 1.721
O -6.057 1.807 2.743
C -6.830 1.348 3.834
C -4.098 -4.264 2.812
O -3.252 -5.097 2.635
O -5.127 -4.380 3.654
C -5.233 -5.611 4.366
H 0.165 -3.952 -1.090
H -1.428 -4.456 -1.757
H -0.751 -5.301 -0.352
H -7.252 -2.799 2.336
H -6.462 -1.814 1.094
H -7.481 -1.052 2.345
H -5.036 -0.047 0.408
H -4.582 -1.196 -0.866
H -4.081 0.500 -0.966
H -2.511 -2.452 6.223
H -1.459 -1.024 6.353
H -1.068 -2.306 5.170
H -7.854 1.207 3.486
H -6.828 2.126 4.600
H -6.441 0.418 4.263
H -5.975 -5.441 5.141
H -4.266 -5.876 4.799
H -5.551 -6.407 3.692
N -0.370 1.444 3.894
C 0.816 0.779 3.946
C 1.046 0.320 2.684
N 0.006 0.689 1.868
C -0.830 1.371 2.637
H -0.832 1.904 4.666
H 1.383 0.677 4.848
H 1.898 -0.230 2.323
H -1.747 1.848 2.339
N -2.671 5.297 -4.091
C -2.845 5.010 -2.794
S -3.816 5.988 -1.853
C -2.182 3.857 -2.213
C -1.102 3.186 -2.820
C -0.545 2.078 -2.231
N -0.982 1.538 -1.063
C -2.009 2.196 -0.474
C -2.605 3.321 -0.983
H -3.169 6.082 -4.482
H -2.118 4.724 -4.706
H -0.663 3.539 -3.739
H 0.295 1.605 -2.730
H -2.407 1.783 0.446
H -3.417 3.778 -0.440
*
```